{"formula": "C22H15BrMnN3O2Se4", "method": "wB97M-V/def2-TZVPD", "elements": ["Mn", "C", "C", "C", "C", "N", "C", "C", "C", "C", "C", "C", "N", "C", "C", "C", "C", "C", "N", "H", "H", "H", "H", "H", "H", "H", "H", "H", "H", "H", "Se", "Se", "Se", "Se", "Br", "C", "C", "C", "C", "C", "C", "C", "O", "O", "H", "H", "H", "H"], "coordinates": [[0.56264, 0.88796, -1.33988], [4.46373, -0.76526, -2.02738], [4.98779, -0.76696, -0.74494], [4.20179, -0.31868, 0.30334], [2.91823, 0.12022, 0.04023], [2.40788, 0.11183, -1.21066], [3.16844, -0.32235, -2.21493], [2.00045, 0.65898, 1.05697], [2.17289, 0.62467, 2.43070], [1.15791, 1.11148, 3.23549], [0.00023, 1.62112, 2.66261], [-0.10253, 1.64175, 1.28387], [0.89549, 1.18150, 0.52004], [-1.24543, 2.12179, 0.48661], [-2.38457, 2.69776, 1.01924], [-3.37647, 3.14605, 0.16225], [-3.18802, 3.02112, -1.20421], [-2.02768, 2.42817, -1.66559], [-1.08169, 1.97612, -0.84574], [5.04542, -1.09876, -2.87389], [5.99764, -1.10780, -0.56158], [4.57715, -0.30961, 1.31608], [2.71808, -0.32459, -3.19795], [3.05869, 0.18247, 2.86108], [1.25873, 1.07747, 4.31137], [-0.80566, 1.98951, 3.27991], [-2.49144, 2.79383, 2.08992], [-4.27879, 3.59126, 0.55825], [-3.92842, 3.37176, -1.90815], [-1.85312, 2.30141, -2.72528], [-0.12271, 0.06240, -3.51985], [0.98255, 1.06452, -5.24849], [1.97831, 3.00571, -4.38352], [1.58482, 3.04001, -2.13117], [-3.34949, -0.56782, -0.76539], [-2.77333, -2.11101, 0.18126], [-3.79963, -2.93747, 0.61746], [-3.51178, -4.08361, 1.33705], [-2.19695, -4.40566, 1.63356], [-1.17946, -3.57516, 1.20561], [-1.43884, -2.41935, 0.46572], [-0.21954, -1.62388, 0.07355], [0.85111, -1.84971, 0.62548], [-0.37698, -0.73945, -0.86273], [-4.82378, -2.67643, 0.39105], [-4.32067, -4.72335, 1.66471], [-1.96710, -5.30148, 2.19420], [-0.14589, -3.80245, 1.42372]], "forces_ev_per_a": [[-0.1, -0.5, -0.9], [0.1, 0.0, 0.2], [0.0, 0.0, -0.1], [-0.1, 0.0, 0.1], [0.1, 0.0, -0.1], [0.3, -0.1, 0.1], [-0.1, -0.1, -0.1], [0.0, 0.0, -0.1], [0.0, -0.1, 0.0], [0.0, 0.0, -0.1], [-0.1, 0.1, 0.0], [0.1, -0.1, 0.0], [0.2, 0.2, 0.9], [-0.1, 0.1, -0.1], [0.1, -0.1, 0.1], [0.0, 0.0, -0.1], [-0.1, 0.0, 0.2], [0.0, 0.0, -0.2], [-0.2, 0.0, 0.2], [0.0, 0.0, 0.0], [0.0, 0.0, 0.0], [0.0, 0.0, 0.0], [0.0, 0.0, 0.0], [0.0, 0.0, 0.0], [0.0, 0.0, 0.0], [0.0, 0.0, 0.0], [0.0, 0.0, 0.0], [0.0, 0.0, 0.0], [0.0, 0.0, 0.0], [0.1, 0.0, 0.0], [-0.1, 0.1, -0.1], [0.3, 0.6, 0.3], [-0.2, -0.7, -0.1], [-0.2, -0.2, 0.0], [0.0, 0.0, 0.0], [0.1, -0.1, 0.1], [0.0, 0.0, 0.0], [0.0, 0.0, 0.0], [0.0, 0.0, 0.0], [-0.1, 0.0, -0.1], [-0.1, 0.1, -0.1], [0.5, -0.1, 0.2], [-0.2, 0.2, 0.0], [-0.1, 0.6, -0.2], [0.0, 0.0, 0.0], [0.0, 0.0, 0.0], [0.0, 0.0, 0.0], [0.0, 0.0, 0.0]], "mulliken_charge": [-0.7233, -0.9119, -0.5438, -0.8690, 0.8377, 0.8302, -0.0165, 0.5385, -0.9065, -0.9570, -0.6944, 0.4427, 0.4554, 0.6222, -0.8583, -0.5602, -0.8138, -0.2526, 1.0534, 0.4408, 0.4490, 0.4293, 0.2077, 0.4566, 0.4474, 0.4644, 0.4358, 0.4662, 0.4383, 0.3620, 0.0162, -0.0885, 0.0226, -0.0352, -0.0677, 0.2367, -0.8014, -0.4322, -0.6971, -0.5025, 0.3587, 0.6928, -0.6236, -0.0211, 0.4198, 0.3934, 0.3984, 0.4603], "spin_multiplicity": 4, "e_lumo_ev": [-3.79, -5.13], "s2": 3.7885, "e_homo_ev": [-10.556, -10.638], "total_charge": 1}

{"formula": "C22H15CeN6O2S", "method": "wB97M-V/def2-TZVPD", "elements": ["Ce", "O", "C", "N", "C", "O", "C", "C", "C", "C", "C", "N", "C", "C", "C", "C", "C", "N", "H", "H", "H", "H", "H", "H", "H", "H", "N", "C", "C", "C", "C", "C", "C", "N", "C", "C", "C", "S", "C", "N", "H", "H", "H", "H", "H", "H", "H"], "coordinates": [[-0.84589, -0.00012, 0.66131], [1.16680, -1.33658, 3.94535], [0.21307, -1.19112, 3.22602], [-0.42117, -0.00003, 2.87673], [0.21301, 1.19121, 3.22601], [1.16677, 1.33672, 3.94527], [-0.30902, 2.43404, 2.50751], [-0.11534, 3.66344, 3.11219], [-0.41588, 4.81617, 2.40550], [-0.88082, 4.70489, 1.10138], [-1.06592, 3.44661, 0.56870], [-0.79201, 2.31997, 1.24976], [-0.30886, -2.43408, 2.50777], [-0.11511, -3.66340, 3.11251], [-0.41553, -4.81626, 2.40605], [-0.88059, -4.70514, 1.10192], [-1.06578, -3.44692, 0.56911], [-0.79193, -2.32016, 1.24998], [0.28368, 3.69107, 4.11626], [-0.27094, 5.78929, 2.85512], [-1.10496, 5.57810, 0.50567], [-1.43988, 3.31836, -0.44074], [0.28399, -3.69088, 4.11657], [-0.27052, -5.78938, 2.85565], [-1.10473, -5.57842, 0.50632], [-1.43976, -3.31882, -0.44035], [1.38579, -0.00035, -3.24586], [0.15062, -0.00024, -3.87749], [-0.23691, 0.00018, -5.21256], [-1.59502, 0.00071, -5.45734], [-2.54219, 0.00051, -4.42147], [-2.15765, 0.00004, -3.09710], [-0.78749, -0.00023, -2.83960], [-0.11305, -0.00023, -1.62242], [1.18515, -0.00027, -1.91790], [2.18647, -0.00017, -0.86373], [3.54361, -0.00016, -0.95741], [4.24745, -0.00006, 0.59580], [2.69975, -0.00005, 1.29689], [1.70977, -0.00010, 0.43958], [2.27261, -0.00033, -3.72536], [0.47768, 0.00028, -6.02449], [-1.94710, 0.00116, -6.47964], [-3.59328, 0.00086, -4.67629], [-2.88354, 0.00009, -2.29190], [4.16103, -0.00021, -1.84230], [2.56362, 0.00002, 2.37305]], "forces_ev_per_a": [[-1.4, 0.0, -1.7], [-0.1, 0.0, 0.1], [0.0, -0.3, 0.2], [0.7, 0.0, 0.5], [0.0, 0.3, 0.2], [-0.1, 0.0, 0.1], [0.1, 0.2, 0.0], [0.0, 0.0, 0.1], [0.0, 0.0, -0.1], [-0.1, 0.0, 0.0], [0.0, -0.1, -0.1], [0.1, 0.9, 0.8], [0.1, -0.2, 0.0], [0.0, 0.0, 0.1], [0.0, 0.0, -0.1], [-0.1, 0.0, 0.0], [0.0, 0.1, -0.1], [0.1, -0.9, 0.8], [0.0, 0.0, 0.0], [0.0, 0.0, 0.0], [0.0, 0.0, 0.0], [0.0, 0.0, 0.0], [0.0, 0.0, 0.0], [0.0, 0.0, 0.0], [0.0, 0.0, 0.0], [0.0, 0.0, 0.0], [0.2, 0.0, -0.1], [-0.5, 0.0, 0.2], [0.1, 0.0, 0.0], [0.0, 0.0, 0.0], [-0.1, 0.0, 0.1], [0.2, 0.0, -0.1], [0.0, 0.0, -0.2], [0.7, 0.0, -0.7], [-0.3, 0.0, -0.2], [0.4, 0.0, 0.2], [-0.1, 0.0, -0.1], [-0.2, 0.0, 0.0], [0.1, 0.0, 0.1], [0.0, 0.0, -0.2], [0.1, 0.0, 0.1], [0.0, 0.0, 0.0], [0.0, 0.0, 0.0], [0.0, 0.0, 0.0], [-0.1, 0.0, -0.1], [0.0, 0.0, 0.0], [0.0, 0.0, 0.0]], "mulliken_charge": [1.1914, -0.4975, 0.2952, -0.1901, 0.2964, -0.4982, 0.5389, -0.6631, -0.3044, -0.7962, -0.0537, -0.1032, 0.5436, -0.6720, -0.3036, -0.7956, -0.0519, -0.1044, 0.5118, 0.4619, 0.4222, 0.4668, 0.5107, 0.4627, 0.4220, 0.4679, 0.0029, 0.6633, -1.1477, -0.4955, -0.8306, -0.8093, 0.9521, -0.2304, 0.3608, -0.3093, -0.4266, -0.0454, -0.2013, 0.2849, 0.2385, 0.4431, 0.4189, 0.4352, 0.3512, 0.4012, 0.3864], "spin_multiplicity": 2, "e_lumo_ev": [-6.20, -6.15], "s2": 0.7507, "e_homo_ev": [-14.497, -14.503], "total_charge": 2}

no.,total energy (Eh),strongest force on any atom (hartree/bohr)
1,-14492.7666,0.0196
2,-2199.3227,0.0426